Entry 1:
The following is a DFT calculation (ωB97M-V with the def2-TZVPD basis set) of one molecule with the formula C3H4O2S2.

Geometry as ORCA input:
```
! RIJCOSX wB97M-V def2-TZVPD def2/J DEFGRID3
* xyz 0 1
C 0.57 -1.39 2.05
C -0.09 -0.21 -0.05
C -0.58 1.89 -1.94
H 1.38 -1.79 1.54
H -0.69 -1.13 -0.47
H 1.14 -0.27 -0.57
H -1.32 2.62 -2.47
O -0.03 -0.32 1.44
O 0.32 1.44 -2.69
S 0.35 -2.12 3.44
S -1.05 1.29 -0.28
*
```

Values from the calculation:
Orbital gap ... 9.1 eV
Energy above the lowest of the compared OMol25 structures with the same formula, charge and spin ... 270.3 kJ/mol
E_HOMO ... -9.16 eV

Here are the natural (NBO) charges for atoms 1 to 8, given in e:
1. C 0.02
2. C -0.25
3. C 0.22
4. H 0.16
5. H 0.22
6. H 0.24
7. H 0.18
8. O -0.54



Entry 2:
The following is a DFT calculation (ωB97M-V with the def2-TZVPD basis set) of a 8-piece molecular cluster, C21H52F6N2O9 overall.

Geometry as ORCA input:
```
! RIJCOSX wB97M-V def2-TZVPD def2/J DEFGRID3
* xyz 0 1
N 4.83 -0.84 1.59
C 3.89 -0.37 0.58
C 3.04 0.79 1.09
C 2.06 0.39 2.19
C 0.87 -0.41 1.72
O 0.29 0.29 0.58
C -0.99 0.49 0.40
O -1.41 1.35 -0.32
N -1.89 -0.37 1.15
C -3.17 0.22 1.46
F -3.98 0.32 0.41
F -2.97 1.44 1.96
F -3.78 -0.53 2.39
C -1.84 -1.78 0.89
F -1.44 -2.48 1.95
F -3.04 -2.25 0.54
F -1.00 -2.02 -0.11
H 4.50 -1.67 2.06
H 5.72 -1.09 1.18
H 4.45 -0.02 -0.29
H 3.24 -1.18 0.22
H 3.72 1.55 1.48
H 2.49 1.25 0.26
H 1.70 1.28 2.71
H 2.59 -0.22 2.94
H 1.15 -1.41 1.37
H 0.12 -0.51 2.50
C 5.71 4.70 -0.99
C 4.82 3.86 -0.10
O 5.57 2.95 0.71
H 6.33 4.07 -1.63
H 5.12 5.36 -1.63
H 6.38 5.33 -0.39
H 4.16 3.23 -0.70
H 4.18 4.49 0.52
H 6.15 3.46 1.28
C -4.11 -3.12 -3.12
C -5.15 -3.75 -2.21
O -4.56 -4.55 -1.20
H -3.50 -3.89 -3.59
H -4.58 -2.52 -3.90
H -3.45 -2.47 -2.54
H -5.80 -4.42 -2.77
H -5.78 -2.97 -1.76
H -3.96 -3.98 -0.69
C -0.87 4.63 0.44
C 0.63 4.84 0.42
O 1.31 3.88 -0.39
H -1.11 3.62 0.76
H -1.35 5.34 1.12
H -1.30 4.77 -0.55
H 1.05 4.71 1.41
H 0.87 5.86 0.09
H 0.95 3.92 -1.28
C -4.64 3.88 0.25
C -4.77 5.39 0.28
O -5.15 5.94 -0.97
H -3.92 3.57 -0.50
H -4.31 3.50 1.22
H -5.61 3.42 0.02
H -3.81 5.85 0.51
H -5.47 5.70 1.07
H -6.01 5.57 -1.21
C -0.57 -1.09 -3.60
C 0.52 -0.06 -3.35
O 0.06 1.27 -3.52
H -0.97 -0.99 -4.61
H -0.19 -2.11 -3.47
H -1.39 -0.94 -2.90
H 1.34 -0.20 -4.05
H 0.93 -0.19 -2.34
H -0.66 1.40 -2.89
C 9.25 -2.39 0.44
C 8.55 -3.32 1.41
O 7.15 -3.42 1.16
H 8.80 -1.40 0.48
H 10.31 -2.31 0.68
H 9.16 -2.76 -0.58
H 8.63 -2.94 2.43
H 9.01 -4.31 1.39
H 7.02 -3.77 0.28
C -7.50 -5.68 1.00
C -6.36 -6.08 1.92
O -5.18 -6.41 1.20
H -7.72 -6.47 0.30
H -8.40 -5.46 1.58
H -7.24 -4.78 0.44
H -6.62 -6.98 2.48
H -6.16 -5.29 2.65
H -4.94 -5.65 0.65
*
```

Values from the calculation:
Orbital gap ... 9.5 eV
E_HOMO ... -8.99 eV

Here are the Löwdin charges for atoms 1 to 8, given in e:
1. N 0.01
2. C -0.28
3. C -0.20
4. C -0.16
5. C -0.14
6. O 0.05
7. C -0.49
8. O 0.16



Entry 3:
The following is a DFT calculation (ωB97M-V with the def2-TZVPD basis set) of one molecule with the formula C9H17BN2O5.

Geometry as ORCA input:
```
! RIJCOSX wB97M-V def2-TZVPD def2/J DEFGRID3
* xyz 0 1
O -4.29 1.27 -0.45
O -0.66 -1.98 -1.02
O 2.63 2.44 1.37
O 1.02 2.38 -0.48
O -2.21 1.43 -1.26
B 1.67 1.79 0.57
C -3.30 0.68 -0.85
C -0.34 -1.18 -0.17
N 0.93 -0.61 -0.27
N -1.07 0.47 1.37
C -3.18 -0.78 -0.68
C 1.95 -1.00 -1.30
C 3.29 -0.46 -0.84
C 3.06 -0.22 0.66
C -2.75 -1.28 0.70
C 1.56 0.14 0.77
C -1.25 -0.95 0.97
H 2.64 3.40 1.18
H 0.59 1.83 -1.18
H -2.48 2.40 -1.13
H -1.28 0.97 0.48
H -1.77 0.86 1.93
H -2.43 -1.24 -1.44
H -4.21 -1.05 -0.93
H 1.87 -2.10 -1.23
H 1.68 -0.71 -2.35
H 3.44 0.49 -1.37
H 4.05 -1.16 -1.09
H 3.15 -1.18 1.22
H 3.65 0.63 1.03
H -2.87 -2.37 0.68
H -3.35 -0.98 1.58
H 1.19 -0.33 1.75
H -0.94 -1.58 1.75
*
```

Values from the calculation:
Orbital gap ... 9.1 eV
Energy above the lowest of the compared OMol25 structures with the same formula, charge and spin ... 41.6 kJ/mol
E_HOMO ... -8.68 eV

Here are the natural (NBO) charges for atoms 1 to 8, given in e:
1. O -0.60
2. O -0.64
3. O -0.90
4. O -0.93
5. O -0.72
6. B 1.13
7. C 0.79
8. C 0.68



Entry 4:
The following is a DFT calculation (ωB97M-V with the def2-TZVPD basis set) of a 2-piece molecular cluster, C6H8N2O3 overall.

Geometry as ORCA input:
```
! RIJCOSX wB97M-V def2-TZVPD def2/J DEFGRID3
* xyz 0 1
C -0.29 0.74 0.55
C 1.00 -1.20 0.30
C -2.87 0.28 0.15
C -2.07 -0.84 -0.35
C 2.08 0.67 -1.33
C 2.07 -0.31 -0.25
N -1.43 0.40 0.04
N 2.53 0.90 0.14
O 1.12 -1.28 1.71
O 0.36 1.52 1.12
O 0.28 -1.92 -0.36
H -3.41 0.96 -0.61
H -3.37 0.29 1.13
H -1.74 -1.72 0.19
H -2.18 -1.12 -1.41
H 2.97 0.68 -2.04
H 1.21 1.21 -1.70
H 1.77 -0.65 1.97
H 1.96 1.40 0.74
*
```

Values from the calculation:
Orbital gap (spin up / spin down) ... 7.3 / 7.7 eV
Energy above the lowest of the compared OMol25 structures with the same formula, charge and spin ... 691.5 kJ/mol
E_HOMO (spin up / spin down) ... -7.44 / -7.68 eV

Here are the natural (NBO) charges for atoms 1 to 8, given in e:
1. C 0.73
2. C 0.65
3. C -0.23
4. C -0.20
5. C -0.28
6. C 0.04
7. N -0.47
8. N -0.54



Entry 5:
The following is a DFT calculation (ωB97M-V with the def2-TZVPD basis set) of C34H39N5O3P2PtS as an isolated structure.

Geometry as ORCA input:
```
! RIJCOSX wB97M-V def2-TZVPD def2/J DEFGRID3
* xyz 0 3
Pt -1.58 1.23 -1.06
C 0.88 -0.66 -2.20
C 0.00 0.46 -2.57
C -0.79 0.11 -3.80
C -2.30 -0.13 -3.63
C -2.76 -0.30 -2.19
C -2.21 -1.37 -1.46
C -1.13 -2.25 -1.94
C 0.33 -1.83 -1.80
C -2.47 0.80 0.73
H 1.97 -0.49 -2.19
H 0.54 1.41 -2.63
H -0.35 -0.78 -4.27
H -0.65 0.90 -4.57
H -2.82 0.74 -4.07
H -2.55 -1.03 -4.21
H -3.77 0.07 -1.96
H -2.67 -1.61 -0.51
H -1.31 -2.48 -3.00
H -1.27 -3.19 -1.37
H 0.15 -1.20 0.05
H 1.02 -2.60 -1.42
H -2.44 -0.26 0.98
H -3.51 1.14 0.64
H -1.99 1.34 1.55
P -5.63 0.64 -4.07
P -2.58 1.93 -6.13
N -6.51 -0.95 -4.16
N -7.13 1.55 -4.28
N -2.33 0.54 -7.30
N -2.10 3.17 -7.37
C -5.06 0.66 -5.85
C -4.46 2.00 -6.25
C -6.62 -1.80 -3.05
C -7.41 -2.90 -3.39
C -7.85 -2.70 -4.75
C -7.28 -1.50 -5.18
C -7.50 2.56 -3.37
C -8.67 3.15 -3.81
C -9.07 2.48 -5.01
C -8.11 1.51 -5.28
C -1.65 -0.60 -6.84
C -1.65 -1.58 -7.80
C -2.39 -1.07 -8.91
C -2.82 0.21 -8.56
C -2.01 3.12 -8.77
C -2.09 4.40 -9.30
C -2.14 5.31 -8.19
C -2.12 4.53 -7.03
H -5.90 0.39 -6.50
H -4.33 -0.17 -5.91
H -4.74 2.25 -7.29
H -4.74 2.83 -5.56
H -6.10 -1.56 -2.14
H -7.64 -3.75 -2.77
H -8.48 -3.36 -5.33
H -7.35 -1.03 -6.15
H -6.86 2.76 -2.52
H -9.19 3.96 -3.32
H -9.94 2.69 -5.61
H -8.04 0.83 -6.12
H -1.20 -0.60 -5.87
H -1.15 -2.55 -7.71
H -2.57 -1.59 -9.84
H -3.41 0.90 -9.15
H -1.83 2.19 -9.29
H -2.11 4.66 -10.36
H -2.17 6.39 -8.25
H -2.11 4.82 -6.00
O 2.45 -2.69 0.64
S 1.75 -1.88 1.60
O 1.02 -2.52 2.67
N 0.71 -0.79 0.80
C 1.03 0.54 0.77
O 0.38 1.40 0.10
C 2.22 0.73 1.60
C 2.92 1.91 1.84
C 4.08 1.84 2.62
C 4.53 0.60 3.13
C 3.83 -0.59 2.88
C 2.68 -0.49 2.11
H 2.54 2.83 1.40
H 4.65 2.75 2.83
H 5.43 0.56 3.74
H 4.15 -1.56 3.25
*
```

Values from the calculation:
Orbital gap (spin up / spin down) ... 5.6 / 7.3 eV
Energy above the lowest of the compared OMol25 structures with the same formula, charge and spin ... 223.6 kJ/mol
E_HOMO (spin up / spin down) ... -6.42 / -8.11 eV
⟨S²⟩ ... 2.04

Here are the Löwdin charges for atoms 1 to 8, given in e:
1. Pt 0.91
2. C -0.13
3. C -0.26
4. C -0.27
5. C -0.28
6. C -0.31
7. C -0.15
8. C -0.18



Entry 6:
The following is a DFT calculation (ωB97M-V with the def2-TZVPD basis set) of a 2-piece molecular cluster, C3H5NO2 overall.

Geometry as ORCA input:
```
! RIJCOSX wB97M-V def2-TZVPD def2/J DEFGRID3
* xyz 0 1
C -1.00 1.33 -0.08
N 0.06 0.32 -0.07
C -0.19 -1.01 0.21
O -1.29 -1.45 0.46
C 2.10 -1.84 -0.02
O 2.55 -0.81 -0.24
H -1.94 0.81 0.16
H -0.84 2.12 0.67
H -1.12 1.81 -1.06
H 1.00 0.64 -0.27
H 0.65 -1.93 0.24
*
```

Values from the calculation:
Orbital gap ... 10.1 eV
Energy above the lowest of the compared OMol25 structures with the same formula, charge and spin ... 230.2 kJ/mol
E_HOMO ... -9.36 eV

Here are the natural (NBO) charges for atoms 1 to 8, given in e:
1. C -0.42
2. N -0.64
3. C 0.51
4. O -0.61
5. C 0.47
6. O -0.51
7. H 0.24
8. H 0.20



| no. | largest force on an atom (eV/Å) | electronic energy (hartree) |
| --- | --- | --- |
| 1 | 4.24 | -1063.4611 |
| 2 | 0.37 | -2217.1726 |
| 3 | 3.48 | -863.8018 |
| 4 | 3.84 | -568.4300 |
| 5 | 4.08 | -3018.4535 |
| 6 | 3.51 | -322.4867 |